1.
Density functional theory data (ωB97M-V with the def2-TZVPD basis set) for C16H21F3N2O2 in the gas phase.

Geometry as XYZ:
```
44
C16H21F3N2O2 | the OMol25 dataset | ωB97M-V with the def2-TZVPD basis set
C -2.82547 -2.34358 0.37561
H -3.22175 -1.62942 -0.34423
H -2.88810 -1.90438 1.36768
H -3.43895 -3.24090 0.34832
C -1.36616 -2.68750 0.05102
C -0.85953 -3.75381 1.03007
H 0.17058 -4.02419 0.80534
H -1.47491 -4.64812 0.96646
H -0.89973 -3.36938 2.04578
C -1.26909 -3.21231 -1.38110
H -1.91106 -4.08568 -1.47959
H -1.60742 -2.47141 -2.10388
H -0.25554 -3.52584 -1.62774
C -0.54462 -1.42414 0.33060
O -0.55998 -0.88593 1.41620
N 0.15145 -0.89575 -0.71903
C 1.14167 0.10999 -0.48132
C 2.42081 -0.38027 -0.27908
C 3.48618 0.45257 0.01452
C 3.23801 1.81053 0.16477
C 1.97132 2.30290 -0.03351
C 0.87109 1.49956 -0.40821
N -0.31379 2.08637 -0.76813
C -0.55805 3.50802 -0.58623
H 0.34400 4.10164 -0.70094
C -1.21606 3.73986 0.78065
H -1.44588 4.79556 0.93467
O -2.44514 3.05510 0.85290
C -2.27718 1.67288 0.61486
H -3.27806 1.23954 0.63800
C -1.60685 1.42520 -0.74409
H -1.51576 0.36381 -0.93363
H -2.21992 1.87107 -1.53541
H -1.66342 1.21555 1.40357
H -0.53879 3.39040 1.57506
H -1.26041 3.81652 -1.36793
H 1.83822 3.35873 0.12245
H 4.03936 2.47874 0.43962
C 4.86369 -0.08785 0.21986
F 5.23251 -0.10245 1.51764
F 5.00886 -1.34794 -0.22119
F 5.80222 0.64266 -0.41392
H 2.58008 -1.44646 -0.35222
H 0.30161 -1.46986 -1.53429
```

Computed properties:
SMILES string	CC(C)(C)C(=O)Nc1cc(C(F)(F)F)ccc1N1CCOCC1
LUMO	0.53	eV
Kohn-Sham gap	8.47	eV
HOMO energy	-7.943	eV
2S+1	1
E	-1181.9040	a.u.

***

2.
Density functional theory data (ωB97M-V with the def2-TZVPD basis set) for 2 unconnected molecules or ions with the total composition C6H13N5S at a distorted geometry.

Geometry as XYZ:
```
25
C6H13N5S | the OMol25 dataset | ωB97M-V with the def2-TZVPD basis set
C -2.06348 -2.90755 0.66318
C -1.02224 0.31225 0.91617
C 0.52753 1.89319 0.05581
C -0.92196 0.52968 -1.39906
C 0.41329 -3.30002 0.56446
C 0.97790 -0.49938 -0.14479
N -2.82513 -2.86950 1.71305
N -2.16879 -3.39278 2.77779
N -0.94205 -3.62439 2.47680
N -0.74463 -3.35694 1.17754
N -0.02059 0.52902 -0.14116
S -2.41901 -2.44411 -0.88066
H -1.13584 -0.83342 0.80624
H -0.52213 0.51317 1.78387
H -1.93182 0.94075 0.80516
H 1.15197 2.15783 -0.87423
H -0.16560 2.56746 0.23465
H 1.17202 2.02792 0.91236
H -1.61372 1.36787 -1.41119
H -0.23713 0.41233 -2.20623
H -1.46152 -0.39522 -1.33643
H 0.61940 -3.61522 -0.47269
H 1.29835 -3.52016 1.24877
H 1.58602 -0.57053 -1.03068
H 1.56893 -0.41219 0.81287
```

Computed properties:
LUMO (alpha / beta)	-1.37 / -0.81	eV
Kohn-Sham gap (alpha / beta)	5.93 / 6.91	eV
HOMO energy (alpha / beta)	-7.308 / -7.717	eV
2S+1	1
E	-908.1159	a.u.

***

3.
Density functional theory data (ωB97M-V with the def2-TZVPD basis set) for a molecular structure, C4H7N3.

Geometry as XYZ:
```
14
C4H7N3 | the OMol25 dataset | ωB97M-V with the def2-TZVPD basis set
C 0.64780 -0.18865 0.04367
N 1.36617 0.43933 -1.04086
N 1.22344 0.09835 1.32605
C -0.80259 -1.55317 -0.12617
C -1.83517 0.81704 0.10096
N 0.47912 -1.65435 -0.16061
C -0.89933 -0.11285 0.04526
H 1.11714 1.41909 -1.11715
H 1.17443 -0.02002 -1.92271
H 2.09690 -0.40947 1.41363
H 1.42652 1.08931 1.39776
H -1.52040 -2.35086 -0.21659
H -1.59167 1.86115 0.21039
H -2.88236 0.56509 0.04638
```

Computed properties:
LUMO	0.68	eV
Kohn-Sham gap	10.09	eV
HOMO energy	-9.412	eV
2S+1	1
E	-320.8147	a.u.

***

4.
Density functional theory data (ωB97M-V with the def2-TZVPD basis set) for 3 unconnected molecules or ions with the total composition C15H30BrF3IN5O8PS2 at a distorted geometry.

Geometry as XYZ:
```
66
C15H30BrF3IN5O8PS2 | the OMol25 dataset | ωB97M-V with the def2-TZVPD basis set
C -4.14686 -3.88331 0.61013
C -2.52517 -4.20528 0.74097
C -1.60384 -4.88070 -0.44475
N -1.91600 -3.91936 1.95386
C -0.88482 -2.82000 1.80051
N -1.04665 -1.67220 0.81562
C 0.25205 -0.92188 1.10632
N 0.55075 0.17901 0.41746
Br -0.81875 0.66439 -0.83394
P 1.92840 1.28485 0.39406
C 2.07452 2.21419 2.11199
O 3.41145 0.32935 0.12163
N 1.12244 -1.47616 2.16101
I 2.83525 -1.12693 3.13762
N 0.44994 -2.62398 2.54947
C 0.70037 -3.72871 3.52047
C -0.28744 -3.65801 4.86881
O 0.38536 -3.09317 6.04933
C -0.62195 -5.25028 5.25653
F -1.24224 -5.24190 6.61535
F -1.62588 -5.86408 4.33498
F 0.64619 -6.06692 5.21731
H -4.38557 -3.31368 -0.39106
H -4.39580 -3.11728 1.48875
H -4.81741 -4.82889 0.77811
H -1.11619 -4.04823 -1.14697
H -2.23367 -5.65248 -1.07477
H -0.69188 -5.42194 0.09351
H 1.08298 2.16162 2.72961
H 2.20650 3.35876 1.80277
H 3.04166 1.91032 2.69616
H 4.10122 0.96722 -0.22686
H 0.37623 -4.74407 2.98126
H 1.80031 -3.89574 3.87145
H -1.31189 -3.13655 4.64731
H -0.06683 -2.21886 6.29564
O 0.72341 5.30467 0.81890
S 0.15501 6.59418 1.14815
O -1.27067 6.83777 1.11488
O 0.90441 7.74391 0.26921
C 0.94862 7.60095 -1.14303
C -0.37438 7.98264 -1.78002
C 0.77133 7.09465 2.73689
H 1.24446 6.58435 -1.42309
H 1.72886 8.27649 -1.50893
H -1.15934 7.26843 -1.51332
H -0.28877 7.99880 -2.87031
H -0.70265 8.96775 -1.43341
H 1.85563 6.96584 2.75300
H 0.30726 6.45941 3.49448
H 0.50039 8.13745 2.90895
O 0.59581 -3.48824 -4.79406
S 0.02742 -2.19874 -4.46481
O -1.39826 -1.95515 -4.49808
O 0.77681 -1.04901 -5.34375
C 0.82102 -1.19197 -6.75599
C -0.50197 -0.81027 -7.39297
C 0.64374 -1.69827 -2.87607
H 1.11686 -2.20857 -7.03605
H 1.60126 -0.51643 -7.12189
H -1.28693 -1.52448 -7.12628
H -0.41636 -0.79412 -8.48327
H -0.83025 0.17484 -7.04636
H 1.72803 -1.82707 -2.85995
H 0.17967 -2.33351 -2.11847
H 0.37279 -0.65546 -2.70401
```

Computed properties:
LUMO	-4.46	eV
Kohn-Sham gap	7.36	eV
HOMO energy	-11.822	eV
2S+1	1
E	-5773.6456	a.u.
total charge	+1

***

5.
Density functional theory data (ωB97M-V with the def2-TZVPD basis set) for 3 unconnected molecules or ions with the total composition C20H32F10NO7PS.

Geometry as XYZ:
```
72
C20H32F10NO7PS | the OMol25 dataset | ωB97M-V with the def2-TZVPD basis set
C 6.83666 1.90772 -1.17031
C 6.77222 1.80246 -2.69378
C 5.52672 1.05780 -3.18291
C 5.68131 -0.44308 -3.03488
O 4.48208 -1.11084 -3.44288
C 4.07664 -2.15183 -2.62998
O 3.65450 -1.71953 -1.33925
C 2.49739 -0.90543 -1.32036
C 1.20488 -1.76268 -1.36476
C 1.12679 -2.93065 -0.37631
C 2.07019 -4.06323 -0.70548
N 1.96697 -4.86620 -1.67348
O 0.07221 -0.94085 -1.14954
C -0.48379 -0.37251 -2.31361
P -1.71149 0.89699 -1.81297
S -3.28995 1.03659 -2.92561
C 2.70823 0.02581 -0.11776
F 1.67739 0.89166 -0.00036
F 3.80358 0.77604 -0.38488
C 2.95405 -0.69238 1.23303
F 3.84418 -0.01341 1.97636
F 1.79090 -0.74738 1.92451
H 7.83546 2.18848 -0.82861
H 6.13463 2.66121 -0.80358
H 6.57218 0.96479 -0.68388
H 7.66906 1.29854 -3.07410
H 6.78092 2.80483 -3.12954
H 5.32877 1.27780 -4.23650
H 4.65278 1.39039 -2.61341
H 6.49731 -0.79165 -3.68019
H 5.91822 -0.71966 -2.00203
H 4.87340 -2.87260 -2.42391
H 3.26063 -2.64320 -3.16279
H 2.49208 -0.22920 -2.18582
H 1.16168 -2.18114 -2.38080
H 0.09805 -3.30068 -0.42718
H 1.27801 -2.58721 0.64799
H 2.92713 -4.20315 -0.04251
H 1.12856 -4.67170 -2.23007
H -1.02816 -1.10427 -2.92477
H 0.27719 0.12034 -2.93326
H -1.88721 0.57747 -0.45822
H -0.91627 2.05028 -1.71859
H 3.32145 -1.70956 1.08507
C -9.41965 3.63445 -0.68624
C -8.99841 2.27107 -0.18863
O -8.78903 1.35603 -1.29174
C -7.61678 1.44782 -1.90456
O -6.71642 2.18998 -1.64708
C -7.54189 0.38836 -3.03244
F -8.65436 0.40273 -3.78079
F -7.41804 -0.83501 -2.49147
F -6.49817 0.60804 -3.82257
H -10.31471 3.55625 -1.30326
H -9.64232 4.27844 0.16488
H -8.62602 4.09889 -1.26945
H -9.77839 1.79811 0.40308
H -8.08225 2.32140 0.39822
C 0.55091 -0.12047 4.79203
C 0.33138 0.48214 6.15927
O -1.08285 0.56455 6.47204
C -1.64439 -0.54624 6.91805
O -1.12395 -1.60672 7.10655
C -3.14023 -0.28727 7.22828
F -3.74000 0.38131 6.23573
F -3.24700 0.44452 8.34963
F -3.78325 -1.43700 7.41266
H 0.01689 0.44921 4.03162
H 1.61290 -0.09974 4.54890
H 0.21199 -1.15518 4.76190
H 0.67212 1.51348 6.20641
H 0.82442 -0.09427 6.94089
```

Computed properties:
SMILES string	[H]/N=C\C[C@@H](OC[PH2]=S)[C@H](OCOCCCC)C(F)(F)C(F)F.CCOC(=O)C(F)(F)F.CCOC(=O)C(F)(F)F
LUMO	0.51	eV
Kohn-Sham gap	9.41	eV
HOMO energy	-8.899	eV
2S+1	1
E	-3100.9074	a.u.

***

6.
Density functional theory data (ωB97M-V with the def2-TZVPD basis set) for a molecular structure, C32H35MnN8O7P at a distorted geometry.

Geometry as XYZ:
```
84
C32H35MnN8O7P | the OMol25 dataset | ωB97M-V with the def2-TZVPD basis set
Mn 0.72312 -0.29102 -0.24551
C 3.03080 -6.74754 1.04507
C 2.29850 -5.51475 0.54253
C 1.69321 -5.49113 -0.73849
C 0.98900 -4.36480 -1.13730
C 0.82857 -3.21038 -0.32803
N 0.15580 -2.08654 -0.73220
C -1.00971 -2.18755 -1.43050
C -1.87630 -3.30419 -1.29836
C -2.94580 -3.54670 -2.10319
C -3.17592 -2.75588 -3.22561
C -4.14811 -3.26855 -4.23408
C -2.48281 -1.56880 -3.27653
C -1.38174 -1.27174 -2.46299
N -0.69775 -0.09568 -2.69140
C -0.61546 0.62008 -3.89318
C -0.04741 1.81868 -3.66109
C 0.20319 1.86056 -2.24606
N -0.19959 0.69088 -1.67709
C 1.48448 -3.22183 0.92264
C 2.33084 -4.32570 1.25061
N 1.35614 -2.20116 1.84555
C 2.06452 -2.06230 2.98529
C 1.70846 -0.88923 3.66562
C 0.79526 -0.24794 2.77843
N 0.49234 -1.05901 1.73281
H 2.83034 -7.62517 0.37885
H 2.67640 -6.97662 2.03897
H 4.13569 -6.69213 0.98196
H 1.79967 -6.36860 -1.35466
H 0.46957 -4.28879 -2.08831
H -1.54214 -3.99369 -0.54643
H -3.51560 -4.48262 -1.90046
H -5.04586 -3.59140 -3.67938
H -3.76516 -4.12604 -4.76870
H -4.44950 -2.49530 -4.93791
H -2.79589 -0.80448 -3.98081
H -0.92007 0.22527 -4.85879
H 0.12711 2.57688 -4.40940
H 0.65529 2.63701 -1.64528
H 3.06859 -4.27283 2.08987
H 2.72001 -2.85501 3.28347
H 2.00492 -0.60823 4.65274
H 0.35269 0.72567 2.85556
O 7.40067 2.91219 1.78384
N 6.38706 3.57606 1.87465
O 6.27055 4.75904 2.25092
C 5.10790 2.93735 1.49561
C 3.92809 3.40864 2.06607
C 2.77157 2.82492 1.65575
C 2.61588 1.71908 0.72804
O 1.51362 1.44082 0.22654
C 3.88989 1.18466 0.38208
C 5.11420 1.79909 0.70124
N 3.98963 0.10537 -0.55060
O 5.08646 -0.13912 -1.05606
O 2.93726 -0.61565 -0.85567
N 1.57397 3.47842 2.20490
O 1.74293 4.62627 2.65568
O 0.43984 2.90008 2.14702
H 3.96643 4.30760 2.70643
H 6.03739 1.38492 0.27258
C -4.30895 2.29725 2.98212
C -3.06830 1.62926 2.32259
P -2.49945 2.24610 0.65461
C -3.98931 2.03033 -0.39201
C -3.91726 2.68851 -1.79370
C -2.51497 4.06947 1.05411
C -1.45864 4.84150 0.24604
H -4.80790 1.65386 3.75439
H -5.13551 2.35996 2.23466
H -4.06617 3.22712 3.44994
H -3.26840 0.56953 2.18033
H -2.16987 1.74768 2.96774
H -4.82073 2.37608 0.23579
H -4.16638 0.97077 -0.46643
H -4.07420 3.76547 -1.83960
H -4.66508 2.27078 -2.47699
H -2.92244 2.53216 -2.26826
H -2.29570 4.19773 2.12758
H -3.46180 4.50303 0.88114
H -0.49340 4.99902 0.76569
H -1.85735 5.79566 -0.07358
H -1.19129 4.35728 -0.73342
```

Computed properties:
LUMO (alpha / beta)	-5.22 / -4.23	eV
Kohn-Sham gap (alpha / beta)	5.07 / 6.15	eV
HOMO energy (alpha / beta)	-10.287 / -10.386	eV
2S+1	5
<S²>	6.327
E	-3696.9429	a.u.
total charge	+1

***

7.
Density functional theory data (ωB97M-V with the def2-TZVPD basis set) for 4 unconnected molecules or ions with the total composition H8O4 at a distorted geometry.

Geometry as XYZ:
```
12
H8O4 | the OMol25 dataset | ωB97M-V with the def2-TZVPD basis set
O 2.29050 -1.69243 0.07088
H 1.53158 -2.26795 0.16596
H 1.93885 -0.81005 0.18915
O -0.14949 0.10504 -0.23254
H -0.34703 0.13355 -1.16870
H -0.53207 0.90937 0.11806
O -1.17859 3.56767 -0.40530
H -1.23887 3.32095 0.51759
H -0.50082 4.24315 -0.42936
O -0.40631 -2.68024 0.67748
H -0.61217 -1.74891 0.59699
H -0.79557 -3.08015 -0.10020
```

Computed properties:
LUMO (alpha / beta)	-3.99 / -11.83	eV
Kohn-Sham gap (alpha / beta)	10.89 / 3.05	eV
HOMO energy (alpha / beta)	-14.883 / -14.883	eV
2S+1	2
<S²>	0.754
E	-305.3380	a.u.
total charge	+1

***

8.
Density functional theory data (ωB97M-V with the def2-TZVPD basis set) for a molecular structure, FeH8O8P at a distorted geometry.

Geometry as XYZ:
```
18
FeH8O8P | the OMol25 dataset | ωB97M-V with the def2-TZVPD basis set
Fe 0.03887 0.13744 -0.04548
P -0.42018 -2.20780 0.62390
O 0.47980 -3.36375 1.05948
O -0.12593 -1.00089 1.44585
O -1.72991 -2.89166 1.06610
O -0.26801 -1.66088 -0.80087
O 2.24048 -0.06160 -0.43066
H 2.97539 -0.67480 -0.44128
H 2.38992 0.50524 -1.18736
O 0.48413 1.64525 1.28453
H 1.38371 1.76989 1.58697
H -0.05637 1.85518 2.04611
O -1.93155 0.54768 0.01537
H -2.60498 1.18440 -0.22401
H -2.41828 -0.18866 0.38568
O -0.06425 1.29012 -1.79022
H -0.32263 2.20198 -1.92429
H -0.05021 0.91284 -2.66983
```

Computed properties:
LUMO (alpha / beta)	1.67 / 1.63	eV
Kohn-Sham gap (alpha / beta)	2.59 / 2.50	eV
HOMO energy (alpha / beta)	-0.921 / -0.877	eV
2S+1	5
<S²>	6.013
E	-2211.8573	a.u.
total charge	-1